This record from the Open Molecules 2025 dataset describes C4H3F2N in the gas phase at a distorted geometry. The level of theory is ωB97M-V with the def2-TZVPD basis set.

Geometry (Å):
C (1.074, -0.331, 0.036)
C (0.727, 0.974, -0.029)
C (-0.708, 0.992, 0.109)
C (-1.067, -0.312, 0.068)
H (1.407, 1.791, -0.151)
H (-1.483, 1.762, -0.142)
H (-0.005, -2.092, 0.195)
N (-0.022, -1.123, 0.059)
F (2.339, -0.820, -0.052)
F (-2.262, -0.841, -0.093)

As for the spin multiplicity: 1. Its HOMO-LUMO gap is 9.272 eV. The total energy comes out at -11120.57515 eV. The calculation puts the energy above the lowest of the compared OMol25 structures with the same formula, charge and spin at 7.6 kcal/mol. Its SMILES is Fc1ccc(F)[nH]1.

Mulliken population analysis, charges in e, atoms 1 to 8:
1 C 0.059
2 C -0.238
3 C -0.540
4 C 0.303
5 H 0.415
6 H 0.312
7 H 0.185
8 N 0.045

This record from the Open Molecules 2025 dataset describes 7 unconnected molecules or ions with the total composition C3H19NO7 at a distorted geometry. The level of theory is ωB97M-V with the def2-TZVPD basis set.

Geometry (Å):
C (-2.353, -1.294, -1.312)
C (-2.633, -0.053, -0.426)
C (-1.521, 0.204, 0.571)
N (-1.956, 0.672, 1.760)
O (-0.310, 0.175, 0.308)
H (-2.075, -2.195, -0.759)
H (-3.283, -1.568, -1.822)
H (-1.600, -1.131, -2.057)
H (-3.585, -0.233, 0.071)
H (-2.693, 0.811, -1.092)
H (-2.939, 0.633, 1.927)
H (-1.472, 1.130, 2.529)
H (0.682, 2.625, 3.126)
H (0.534, 1.293, 3.708)
O (-0.027, 2.092, 3.543)
H (2.965, -1.510, 0.199)
H (1.759, -0.860, 0.965)
O (2.724, -1.052, 1.043)
H (1.660, 2.392, -3.418)
H (0.402, 2.025, -4.157)
O (0.908, 2.797, -3.842)
H (0.330, -0.194, -2.354)
H (0.888, 0.664, -1.299)
O (1.035, 0.432, -2.233)
H (1.547, -3.288, -1.378)
H (1.958, -1.822, -2.081)
O (2.220, -2.714, -1.797)
H (2.577, 0.335, 2.810)
H (2.246, -0.627, 3.873)
O (2.014, 0.265, 3.594)

As for the spin multiplicity: 2. Its HOMO-LUMO gap (spin up / spin down) is 2.477 / 10.181 eV. The total energy comes out at -19242.25880 eV. Its net charge is -1. The calculation puts the energy above the lowest of the compared OMol25 structures with the same formula, charge and spin at 0.0 kcal/mol.

Mulliken population analysis, charges in e, atoms 1 to 8:
1 C -2.661
2 C 0.115
3 C -1.497
4 N -0.162
5 O 0.312
6 H 0.408
7 H 0.730
8 H 0.474

This record from the Open Molecules 2025 dataset describes 2 unconnected molecules or ions with the total composition C2H6ClNOS at a distorted geometry. The level of theory is ωB97M-V with the def2-TZVPD basis set.

Geometry (Å):
C (-0.032, 0.840, -1.112)
C (0.139, -0.426, 1.079)
N (-0.581, -0.014, -0.098)
O (-2.724, -1.152, 0.647)
S (-2.138, -0.417, -0.503)
Cl (3.827, -0.238, 0.086)
H (-0.432, 0.724, -2.147)
H (0.014, 1.838, -0.942)
H (0.951, 0.446, -1.129)
H (-0.625, -0.614, 1.975)
H (0.792, -1.272, 0.652)
H (0.808, 0.284, 1.493)

As for the spin multiplicity: 1. Its HOMO-LUMO gap (spin up / spin down) is 9.295 / 3.110 eV. The total energy comes out at -29062.52349 eV. The calculation puts the energy above the lowest of the compared OMol25 structures with the same formula, charge and spin at 72.9 kcal/mol.

Mulliken population analysis, charges in e, atoms 1 to 8:
1 C -0.848
2 C -0.728
3 N 0.102
4 O -0.498
5 S 0.390
6 Cl -0.194
7 H 0.320
8 H 0.306

This record from the Open Molecules 2025 dataset describes C15H8ClIN2O2 in the gas phase at a distorted geometry. The level of theory is ωB97M-V with the def2-TZVPD basis set.

Geometry (Å):
O (1.642, 0.524, 3.139)
Cl (1.647, 4.321, -0.201)
I (2.541, 0.272, -5.514)
N (0.261, 0.088, 0.124)
N (-3.948, -3.422, 1.715)
O (1.606, 1.510, 1.125)
C (1.323, 0.599, 1.972)
C (0.949, 1.201, -0.051)
C (0.412, -0.290, 1.451)
C (-0.201, -1.291, 2.138)
C (-3.094, -3.751, 2.709)
C (-3.651, -2.406, 0.894)
C (2.188, 3.723, -2.636)
C (2.185, 2.938, -3.815)
C (1.466, 1.042, -2.576)
C (-1.880, -3.174, 2.835)
C (-2.404, -1.812, 0.988)
C (1.798, 3.121, -1.432)
C (1.871, 1.597, -3.803)
C (1.192, 1.841, -1.434)
C (-1.524, -2.056, 1.970)
H (0.259, -1.425, 3.143)
H (-3.349, -4.694, 3.262)
H (-4.199, -2.064, 0.022)
H (2.490, 4.730, -2.556)
H (2.512, 3.377, -4.705)
H (1.337, -0.022, -2.671)
H (-1.166, -3.504, 3.593)
H (-2.262, -0.974, 0.315)

As for the spin multiplicity: 1. Its HOMO-LUMO gap is 7.485 eV. The total energy comes out at -43380.00997 eV. The calculation puts the energy above the lowest of the compared OMol25 structures with the same formula, charge and spin at 45.5 kcal/mol. Its SMILES is O=C1OC(c2cc(I)ccc2Cl)=N/C1=C\c1ccncc1.

Mulliken population analysis, charges in e, atoms 1 to 8:
1 O -0.654
2 Cl -0.187
3 I 0.063
4 N -0.600
5 N -0.606
6 O -0.255
7 C 0.198
8 C 0.665

This record from the Open Molecules 2025 dataset describes 2 unconnected molecules or ions with the total composition C7H11I at a distorted geometry. The level of theory is ωB97M-V with the def2-TZVPD basis set.

Geometry (Å):
C (1.328, 0.232, -0.965)
C (-1.499, 1.844, 0.849)
C (0.676, 0.583, 0.330)
C (-0.605, 1.002, 0.525)
C (1.614, 0.107, 1.492)
C (-1.072, -1.869, -1.078)
C (-1.706, -1.133, -0.217)
I (-1.866, -1.853, 1.814)
H (2.174, 0.797, -0.969)
H (0.791, 0.550, -1.821)
H (-2.527, 1.661, 0.956)
H (-1.411, 2.882, 0.974)
H (1.302, -0.599, 2.166)
H (1.694, 0.958, 2.087)
H (2.511, -0.135, 1.029)
H (-0.314, -2.575, -0.708)
H (-1.130, -1.833, -2.139)
H (1.574, -0.764, -0.833)
H (-2.221, -0.181, -0.223)

As for the spin multiplicity: 1. Its HOMO-LUMO gap is 9.085 eV. The total energy comes out at -15533.44994 eV. The calculation puts the energy above the lowest of the compared OMol25 structures with the same formula, charge and spin at 90.5 kcal/mol. Its SMILES is C=C=C(C)C.C=CI.

Mulliken population analysis, charges in e, atoms 1 to 8:
1 C -1.853
2 C -0.751
3 C 1.031
4 C -0.053
5 C -1.352
6 C -0.703
7 C -0.577
8 I 0.028

This record from the Open Molecules 2025 dataset describes a molecular structure, C21H45IrN2P3S2 at a distorted geometry. The level of theory is ωB97M-V with the def2-TZVPD basis set.

Geometry (Å):
Ir (-0.192, 0.733, 0.032)
P (1.631, 1.908, 0.688)
P (-1.691, 0.894, 1.830)
P (-1.150, 2.336, -1.169)
H (-0.449, -1.153, -5.038)
C (-0.051, -0.470, -4.260)
C (1.191, 0.171, -4.849)
H (1.317, -0.262, -5.866)
C (3.039, 0.910, 1.274)
C (1.287, 3.154, 1.976)
C (2.426, 2.823, -0.682)
C (-2.980, -0.377, 1.551)
C (-1.002, 0.515, 3.494)
C (-2.638, 2.440, 2.189)
C (-0.201, 2.468, -2.716)
C (-1.184, 4.054, -0.587)
C (-2.866, 1.915, -1.616)
H (-0.849, 0.272, -4.102)
H (1.090, 1.256, -4.976)
H (3.103, -0.038, 0.717)
H (2.952, 0.701, 2.349)
H (3.965, 1.483, 1.107)
H (0.880, 2.683, 2.877)
H (0.575, 3.906, 1.617)
H (2.233, 3.651, 2.228)
H (2.701, 2.120, -1.480)
H (3.343, 3.296, -0.306)
H (1.779, 3.606, -1.090)
H (-3.724, -0.351, 2.358)
H (-2.524, -1.372, 1.503)
H (-3.479, -0.185, 0.595)
H (-1.694, 0.833, 4.282)
H (-0.053, 1.032, 3.645)
H (-0.815, -0.555, 3.604)
H (-3.286, 2.263, 3.057)
H (-3.268, 2.733, 1.347)
H (-1.950, 3.255, 2.427)
H (-0.736, 3.112, -3.432)
H (-0.121, 1.460, -3.124)
H (0.822, 2.839, -2.592)
H (-1.743, 4.638, -1.333)
H (-0.166, 4.457, -0.513)
H (-1.686, 4.107, 0.383)
H (-3.171, 2.534, -2.471)
H (-3.541, 2.110, -0.771)
H (-2.944, 0.856, -1.897)
C (1.487, -2.095, -2.951)
C (0.169, -1.326, -2.999)
C (-1.000, -2.264, -2.992)
C (-0.876, -3.608, -2.830)
C (0.369, -4.226, -2.585)
C (1.512, -3.438, -2.568)
S (2.921, -1.326, -3.298)
H (2.197, -0.116, -4.328)
H (0.176, -0.645, -2.109)
H (-1.981, -1.832, -3.268)
H (-1.768, -4.243, -2.865)
H (0.447, -5.300, -2.455)
H (2.484, -3.867, -2.333)
S (0.645, -1.375, 0.163)
C (0.582, -2.137, 1.723)
N (1.266, -1.678, 2.777)
C (1.287, -2.326, 4.090)
C (0.998, -3.806, 3.937)
C (-0.201, -4.070, 3.052)
N (-0.086, -3.298, 1.820)
H (1.695, -0.760, 2.666)
H (0.550, -1.846, 4.753)
H (2.281, -2.164, 4.522)
H (0.823, -4.232, 4.927)
H (1.883, -4.308, 3.533)
H (-1.133, -3.802, 3.572)
H (-0.255, -5.125, 2.774)
H (-0.648, -3.548, 1.015)

As for the spin multiplicity: 5. Its HOMO-LUMO gap (spin up / spin down) is 5.267 / 5.891 eV. The total energy comes out at -77836.90503 eV. Its net charge is +3. The calculation puts the energy above the lowest of the compared OMol25 structures with the same formula, charge and spin at 0.0 kcal/mol.

Mulliken population analysis, charges in e, atoms 1 to 8:
1 Ir 1.122
2 P 0.928
3 P 0.796
4 P 0.654
5 H 0.634
6 C -1.455
7 C -0.829
8 H 0.453